(1)
C25H70O10 | ωB97M-V with the def2-TZVPD basis set

Results
Max |F| in eV/Å: 3.6
HOMO-LUMO gap in Ha: 0.3591
Calculated total energy in eV: -47531.1516
Relative energy (zero: lowest compared OMol25 entry of this formula, charge and spin) in kcal per mole: 68.7
SMILES string: CC(C)O.CC(C)O.CC(C)O.CC(C)O.CC(C)O.CCO.CCO.CCO.CCO.CCO
HOMO level in eV: -9.400

CARTESIAN COORDINATES (ANGSTROEM)
C (5.77, -1.24, -1.46)
C (4.98, -1.73, -0.25)
O (3.64, -1.40, -0.50)
H (5.42, -1.66, -2.40)
H (6.82, -1.53, -1.36)
H (5.84, -0.15, -1.49)
H (5.25, -1.19, 0.66)
H (5.22, -2.79, -0.32)
H (3.63, -0.45, -0.40)
C (-5.27, -2.86, 1.69)
C (-4.54, -2.33, 0.41)
O (-5.24, -2.89, -0.72)
H (-4.96, -2.25, 2.54)
H (-4.79, -3.83, 1.82)
H (-6.35, -2.93, 1.55)
H (-3.55, -2.79, 0.44)
H (-4.42, -1.25, 0.48)
H (-4.84, -2.54, -1.53)
C (3.65, 1.83, -3.40)
C (4.99, 2.51, -3.65)
O (5.65, 2.87, -2.48)
H (3.76, 0.76, -3.20)
H (2.97, 1.85, -4.25)
H (3.00, 2.12, -2.58)
H (4.86, 3.41, -4.25)
H (5.54, 1.79, -4.25)
H (6.52, 3.21, -2.72)
C (-2.75, -1.02, -4.78)
C (-3.03, -1.24, -3.28)
O (-4.09, -2.08, -3.21)
H (-3.69, -0.67, -5.19)
H (-2.42, -1.96, -5.23)
H (-1.97, -0.29, -4.98)
H (-3.26, -0.27, -2.83)
H (-2.25, -1.62, -2.62)
H (-4.87, -1.53, -3.29)
C (0.57, 5.27, 0.52)
C (-0.38, 4.33, -0.36)
O (-1.25, 5.25, -1.00)
H (1.12, 5.86, -0.22)
H (1.44, 4.72, 0.87)
H (0.12, 5.92, 1.27)
H (-0.95, 3.76, 0.36)
H (0.17, 3.75, -1.11)
H (-2.08, 5.38, -0.54)
C (3.13, 2.26, 2.01)
C (4.20, 2.18, 0.94)
C (5.54, 1.56, 1.50)
O (3.63, 1.58, -0.21)
H (2.64, 1.29, 2.16)
H (2.39, 2.95, 1.59)
H (3.47, 2.73, 2.93)
H (4.45, 3.20, 0.66)
H (6.27, 1.62, 0.70)
H (5.41, 0.55, 1.90)
H (5.89, 2.14, 2.35)
H (4.01, 2.07, -0.94)
C (-1.24, 0.08, 0.15)
C (0.22, 0.11, -0.20)
C (0.65, -0.05, -1.71)
O (0.75, 1.27, 0.31)
H (-1.45, -0.02, 1.22)
H (-1.61, -0.79, -0.38)
H (-1.70, 1.00, -0.21)
H (0.63, -0.73, 0.37)
H (0.06, 0.69, -2.26)
H (0.22, -1.01, -2.01)
H (1.71, 0.15, -1.82)
H (1.66, 1.28, 0.00)
C (-2.87, -2.59, 5.88)
C (-2.53, -2.90, 4.44)
C (-2.06, -1.82, 3.44)
O (-1.53, -3.86, 4.46)
H (-1.95, -2.22, 6.32)
H (-3.41, -3.47, 6.24)
H (-3.63, -1.80, 5.89)
H (-3.47, -3.30, 4.05)
H (-2.42, -2.10, 2.44)
H (-0.99, -1.73, 3.26)
H (-2.54, -0.89, 3.74)
H (-0.72, -3.41, 4.22)
C (0.38, -3.94, 0.53)
C (1.75, -4.49, 0.09)
C (1.96, -5.96, 0.01)
O (2.01, -4.05, -1.29)
H (0.35, -2.88, 0.30)
H (0.17, -4.14, 1.58)
H (-0.45, -4.34, -0.06)
H (2.53, -4.07, 0.72)
H (1.16, -6.51, -0.49)
H (2.02, -6.46, 0.97)
H (2.85, -6.37, -0.46)
H (2.34, -3.16, -1.35)
C (-5.42, 3.56, 1.18)
C (-4.05, 3.79, 0.56)
C (-3.83, 2.76, -0.58)
O (-3.96, 5.12, 0.08)
H (-5.54, 2.49, 1.05)
H (-6.10, 4.21, 0.63)
H (-5.47, 3.91, 2.21)
H (-3.41, 3.65, 1.43)
H (-4.16, 1.76, -0.30)
H (-2.84, 2.69, -1.02)
H (-4.38, 3.09, -1.46)
H (-4.69, 5.25, -0.53)

These are the Mulliken partial charges, in e, on atoms 1 to 6: C -1.014; C 0.021; O -0.161; H 0.308; H 0.445; H 0.070


(2)
C4H11NO | ωB97M-V with the def2-TZVPD basis set

Results
Max |F| in eV/Å: 1.7
HOMO-LUMO gap in Ha: 0.3772
Calculated total energy in eV: -7863.1736
Relative energy (zero: lowest compared OMol25 entry of this formula, charge and spin) in kcal per mole: 31.8
SMILES string: CNC[C@@H](C)O
HOMO level in eV: -9.200

CARTESIAN COORDINATES (ANGSTROEM)
C (-1.49, -0.38, 2.11)
N (-0.53, 0.36, 1.28)
C (-0.14, -0.40, 0.07)
C (0.92, 0.36, -0.73)
C (1.27, -0.29, -2.02)
O (0.50, 1.70, -0.97)
H (-0.96, -0.60, 3.04)
H (-2.40, 0.15, 2.41)
H (-1.73, -1.37, 1.73)
H (-1.00, 1.13, 0.82)
H (-1.02, -0.52, -0.57)
H (0.29, -1.37, 0.31)
H (1.79, 0.40, -0.07)
H (1.97, 0.35, -2.52)
H (0.49, -0.33, -2.79)
H (1.75, -1.27, -2.02)
H (0.30, 2.07, -0.10)

These are the natural (NBO) partial charges, in e, on atoms 1 to 6: C -0.425; N -0.632; C -0.235; C 0.086; C -0.641; O -0.720


(3)
C6H16 | ωB97M-V with the def2-TZVPD basis set

Results
Max |F| in eV/Å: 1.8
HOMO-LUMO gap in Ha: 0.4244
Calculated total energy in eV: -6480.7715
Relative energy (zero: lowest compared OMol25 entry of this formula, charge and spin) in kcal per mole: 20.4
SMILES string: CC(C)C.CC
HOMO level in eV: -10.599

CARTESIAN COORDINATES (ANGSTROEM)
C (0.53, -0.71, 0.94)
C (1.59, -1.72, 0.53)
C (-0.80, -1.32, 1.43)
C (1.11, 0.43, 1.85)
H (0.23, -0.09, 0.10)
H (1.34, -2.68, 1.00)
H (-0.84, -1.23, 2.52)
H (-1.66, -0.85, 0.95)
H (-0.91, -2.37, 1.17)
H (1.43, 1.21, 1.17)
H (0.33, 0.83, 2.50)
H (2.64, -1.49, 0.65)
H (1.45, -1.95, -0.53)
H (1.95, 0.14, 2.48)
C (-0.80, 1.91, -1.65)
C (-1.50, 1.22, -2.83)
H (0.23, 1.58, -1.55)
H (-0.51, 2.92, -1.97)
H (-1.40, 1.81, -0.76)
H (-1.21, 1.70, -3.77)
H (-1.33, 0.15, -2.93)
H (-2.58, 1.31, -2.72)

These are the natural (NBO) partial charges, in e, on atoms 1 to 6: C -0.226; C -0.615; C -0.607; C -0.601; H 0.194; H 0.205


(4)
C22H43N2OP3Ti | ωB97M-V with the def2-TZVPD basis set

Results
Max |F| in eV/Å: 2.4
HOMO-LUMO gap (alpha / beta) in Ha: 0.2801 / 0.2895
Multiplicity: 2
<S²>: 0.755
Calculated total energy in eV: -79495.4070
Relative energy (zero: lowest compared OMol25 entry of this formula, charge and spin) in kcal per mole: 17.4
Charge: +3
HOMO level (alpha / beta) in eV: -17.263 / -17.260

CARTESIAN COORDINATES (ANGSTROEM)
Ti (-0.02, 0.12, -0.58)
P (-0.21, -0.50, -2.87)
P (-2.20, -1.35, 0.06)
P (1.68, 1.69, 0.40)
H (-0.61, -2.73, 3.18)
C (0.04, -2.17, 3.86)
C (-0.26, -0.87, 4.04)
H (-1.28, -0.54, 3.77)
C (0.05, -2.27, -3.12)
C (-1.68, -0.08, -3.84)
C (1.20, 0.52, -3.40)
C (-3.04, -1.53, 1.68)
C (-3.60, -0.44, -0.73)
C (-2.45, -3.06, -0.61)
C (1.88, 2.11, 2.15)
C (1.49, 3.37, -0.24)
C (3.39, 1.31, 0.04)
H (0.83, -2.80, 4.30)
H (0.42, -0.11, 4.40)
H (1.11, -2.50, -3.28)
H (-0.53, -2.59, -4.00)
H (-0.32, -2.79, -2.21)
H (-1.37, 0.06, -4.89)
H (-2.09, 0.85, -3.41)
H (-2.40, -0.91, -3.73)
H (1.34, 0.44, -4.49)
H (2.13, 0.22, -2.88)
H (0.99, 1.57, -3.13)
H (-3.98, -2.09, 1.53)
H (-3.30, -0.54, 2.09)
H (-2.42, -2.05, 2.42)
H (-4.51, -1.02, -0.58)
H (-3.42, -0.29, -1.80)
H (-3.71, 0.53, -0.24)
H (-3.38, -3.49, -0.22)
H (-1.60, -3.68, -0.28)
H (-2.49, -3.03, -1.70)
H (2.79, 2.73, 2.17)
H (2.04, 1.23, 2.79)
H (1.03, 2.69, 2.54)
H (2.42, 3.90, 0.00)
H (0.64, 3.89, 0.21)
H (1.36, 3.37, -1.33)
H (3.96, 2.11, 0.55)
H (3.52, 1.33, -1.06)
H (3.64, 0.33, 0.46)
C (2.33, -1.98, 0.32)
C (2.59, -2.76, -0.80)
C (3.72, -3.57, -0.84)
C (4.64, -3.56, 0.20)
C (4.49, -2.58, 1.19)
C (3.33, -1.79, 1.28)
O (1.04, -1.29, 0.28)
H (0.63, -1.00, 1.16)
H (1.97, -2.68, -1.68)
H (3.94, -4.11, -1.75)
H (5.49, -4.24, 0.20)
H (5.32, -2.37, 1.87)
H (3.32, -0.92, 1.97)
N (-3.41, 4.93, 0.94)
C (-2.70, 3.79, 0.77)
C (-2.48, 3.30, -0.54)
C (-1.72, 2.17, -0.70)
N (-1.20, 1.53, 0.38)
C (-1.36, 1.99, 1.65)
C (-2.18, 3.09, 1.88)
H (-3.72, 5.42, 0.11)
H (-3.57, 5.32, 1.86)
H (-2.89, 3.82, -1.41)
H (-1.50, 1.72, -1.70)
H (-0.80, 1.44, 2.41)
H (-2.37, 3.41, 2.90)

These are the Mulliken partial charges, in e, on atoms 1 to 6: Ti -0.984; P 1.379; P 1.135; P 1.176; H 0.164; C -0.529